46
Properties=species:S:1:pos:R:3:forces:R:3 method="wB97M-V/def2-TZVPD" multiplicity=2 s_squared=0.7521 total_charge=-2 orbital_gap_ev="3.46 / 9.68"
As -0.00064 -0.19737 -0.21807 0.093 0.609 0.296
F -0.29979 -1.53772 -1.42752 -0.533 -1.128 -0.868
F 0.57240 -1.47542 0.95258 0.952 -1.226 1.034
F 0.36849 1.12013 0.99256 0.056 0.945 0.947
F -0.72390 0.97226 -1.43479 -0.475 0.922 -0.861
F -1.64327 -0.45376 0.49833 -1.404 -0.019 0.423
F 1.62155 0.05563 -0.91290 1.353 0.071 -0.509
O -1.43596 -3.33207 1.57641 -0.443 -0.901 0.123
H -0.60381 -2.85969 1.60121 0.443 0.647 -0.340
H -1.85344 -3.12685 2.41297 -0.143 0.215 0.066
O 0.30679 3.98804 1.89311 0.107 0.775 0.501
H 0.51367 4.16214 0.97490 -0.048 -0.246 -0.197
H 0.45167 3.04765 1.99762 -0.047 -0.675 -0.362
O 0.48783 -2.54954 -3.68080 -0.271 -0.698 -1.061
H 0.10542 -2.26993 -4.51255 0.051 0.073 -0.232
H -0.09294 -2.18258 -3.01425 -0.322 0.407 1.101
O 2.90746 -1.95266 -3.02424 1.572 0.087 -0.008
H 3.10254 -2.32375 -2.16374 -0.011 0.111 0.267
H 1.99751 -2.19854 -3.19094 -0.760 -0.013 -0.240
O -3.03945 -2.58517 -1.21957 -0.741 -0.161 -0.511
H -2.19346 -2.24865 -0.92413 0.593 0.341 0.260
H -3.09961 -3.45782 -0.83084 0.108 -0.067 0.246
O 3.30562 1.26549 1.76961 0.399 0.114 0.712
H 3.22390 1.93159 1.08707 -0.356 0.017 -0.536
H 3.84695 0.58209 1.37443 -0.117 -0.240 -0.236
O 2.35834 -3.92602 1.13761 0.438 -0.600 -0.044
H 2.54184 -3.95216 2.07669 -0.026 0.071 0.172
H 1.86604 -3.11483 1.01176 -0.490 0.709 -0.196
O -4.67792 0.03461 0.81995 -0.596 -0.001 0.219
H -4.00034 -0.26354 0.21313 0.612 -0.307 -0.152
H -4.77890 0.96686 0.62771 0.117 0.236 0.007
O -2.86206 1.50356 3.41316 -0.324 0.147 0.486
H -2.05075 1.86744 3.76758 0.203 0.087 -0.081
H -2.59631 1.06925 2.60262 0.108 -0.311 -0.532
O -1.64473 1.32291 -4.04943 -0.193 0.230 -0.913
H -2.46522 0.90892 -3.78174 -0.082 -0.098 0.258
H -0.97507 0.89621 -3.51490 0.245 -0.060 0.689
O 1.59005 0.57796 4.15304 0.022 -0.145 0.745
H 1.64871 0.55819 3.19785 0.120 0.037 -0.729
H 0.96008 1.27385 4.34044 -0.132 0.093 -0.063
O -1.86789 3.52584 -0.82482 -0.510 0.729 0.114
H -1.56854 2.70266 -1.21086 0.351 -0.843 -0.101
H -1.14152 4.13376 -0.96281 0.129 0.014 -0.020
O 3.59068 2.60770 -1.06626 -0.010 0.396 0.234
H 4.42439 3.02612 -0.85162 0.247 0.156 0.038
H 3.82357 1.90720 -1.67558 -0.283 -0.501 -0.150

78
Properties=species:S:1:pos:R:3:forces:R:3 method="wB97M-V/def2-TZVPD" multiplicity=3 s_squared=2.0094 total_charge=+3 orbital_gap_ev="6.12 / 5.53"
Mo -0.40810 -1.39101 0.30940 -0.314 -0.330 0.123
C -2.64391 -1.56110 -1.83427 0.029 0.273 0.017
C -2.77971 -2.89467 -1.15376 0.069 -0.211 0.068
O -1.53423 -3.16165 -0.43630 -0.003 -0.007 -0.387
C -0.63029 -4.14875 -1.01449 -0.236 0.007 0.102
C 0.30821 -3.42426 -1.93518 0.237 0.123 -0.104
O 0.80886 -2.24955 -1.22375 0.038 -0.190 0.096
C 2.23146 -2.19932 -0.86930 -0.114 0.065 -0.250
C 2.37647 -2.71573 0.52988 0.067 0.166 0.193
O 1.41832 -1.95143 1.32489 0.145 -0.131 0.043
C 1.36750 -2.29689 2.73661 0.164 0.087 -0.199
C 0.29951 -3.34141 2.88649 -0.141 -0.149 0.055
O -0.85391 -2.92060 2.11035 0.119 0.339 0.126
C -1.99554 -2.47332 2.88583 -0.012 -0.245 -0.013
C -1.87634 -0.98916 3.05214 0.016 0.212 -0.114
O -1.75447 -0.43583 1.70768 -0.119 -0.205 0.104
C -3.02881 0.01569 1.15189 0.022 0.124 0.149
C -2.73794 0.42437 -0.25704 -0.032 -0.099 -0.321
O -1.99070 -0.66740 -0.89033 -0.217 -0.102 0.005
H -3.60735 -1.14703 -2.12725 -0.013 -0.005 0.027
H -1.99953 -1.58979 -2.71056 0.012 -0.015 -0.031
H -2.97703 -3.69028 -1.87100 0.017 -0.031 0.024
H -3.56466 -2.90486 -0.39997 -0.023 0.044 0.007
H -1.19661 -4.91989 -1.53511 -0.033 0.007 0.017
H -0.12307 -4.60634 -0.16659 0.038 0.002 0.009
H -0.19111 -3.04572 -2.82466 -0.007 -0.016 -0.038
H 1.14200 -4.05049 -2.24995 0.013 -0.002 0.048
H 2.51088 -1.14966 -0.94201 -0.004 0.028 0.032
H 2.80759 -2.77921 -1.58760 -0.021 -0.016 -0.004
H 3.38063 -2.51637 0.90591 -0.009 0.008 0.030
H 2.15229 -3.77956 0.62763 -0.004 -0.024 -0.046
H 1.14489 -1.37004 3.26090 -0.025 0.024 0.018
H 2.34750 -2.64609 3.06038 -0.003 -0.026 -0.003
H 0.03171 -3.48437 3.93303 -0.037 -0.004 -0.016
H 0.60891 -4.30508 2.48370 0.018 -0.007 -0.017
H -2.04740 -2.99723 3.83941 0.058 -0.027 -0.012
H -2.87444 -2.74640 2.30243 -0.036 0.011 0.014
H -0.97073 -0.69810 3.58004 0.008 0.005 0.060
H -2.72631 -0.53457 3.55947 -0.054 -0.031 -0.058
H -3.36852 0.87532 1.73122 0.023 0.004 0.009
H -3.75287 -0.79743 1.22892 -0.014 -0.031 -0.033
H -2.08188 1.29155 -0.28720 -0.064 -0.013 -0.001
H -3.64212 0.62642 -0.82768 -0.028 -0.046 0.004
O 0.37370 0.15612 -0.06465 0.183 0.112 0.372
Si 0.73503 1.83346 -0.46939 0.022 0.124 -0.263
C 2.44554 2.08229 0.13275 0.281 -0.122 0.249
C 3.15649 3.19772 -0.32389 0.000 -0.049 -0.068
C 4.42257 3.47948 0.16659 0.030 0.031 0.001
C 4.99932 2.65779 1.12534 -0.011 0.013 -0.023
C 4.30695 1.55271 1.60097 -0.047 0.000 -0.026
C 3.04014 1.27146 1.10808 -0.009 0.052 0.018
C -0.54577 2.82758 0.40715 -0.113 0.224 0.264
C -1.04006 4.01293 -0.15097 -0.010 -0.069 0.024
C -1.91272 4.82670 0.56194 -0.024 0.000 -0.015
C -2.30533 4.47336 1.84404 -0.032 0.011 -0.006
C -1.81219 3.31043 2.42748 0.030 -0.005 -0.080
C -0.93957 2.50334 1.71412 0.165 0.097 0.130
C 0.56709 1.85472 -2.29556 -0.025 0.073 -0.406
C 1.68941 1.58256 -3.09234 -0.061 -0.016 0.057
C 1.60542 1.60644 -4.47711 -0.009 -0.022 -0.011
C 0.39789 1.90601 -5.09313 -0.010 0.003 0.005
C -0.72925 2.17776 -4.32634 0.030 -0.035 0.016
C -0.64388 2.15140 -2.94235 0.083 -0.058 0.045
H 2.72689 3.85211 -1.07569 0.006 0.001 0.012
H 4.96149 4.34412 -0.19700 -0.010 -0.001 -0.002
H 5.98572 2.88434 1.50725 -0.003 -0.001 -0.002
H 4.75562 0.92752 2.36276 -0.024 -0.008 -0.011
H 2.49499 0.42439 1.51409 -0.008 -0.045 -0.030
H -0.73525 4.31797 -1.14501 0.004 0.002 -0.004
H -2.27895 5.74334 0.11870 0.013 -0.008 0.001
H -2.97734 5.11420 2.39951 0.004 0.000 -0.003
H -2.08620 3.06275 3.44554 0.013 -0.004 0.014
H -0.52146 1.62615 2.20260 0.019 0.103 -0.038
H 2.64774 1.38085 -2.62491 0.004 0.021 -0.003
H 2.48435 1.41422 -5.07842 0.001 0.007 0.014
H 0.33859 1.94889 -6.17270 -0.001 -0.006 0.002
H -1.66220 2.43488 -4.81109 0.003 0.003 0.013
H -1.52390 2.40719 -2.36252 -0.026 0.004 0.020

72
Properties=species:S:1:pos:R:3:forces:R:3 method="wB97M-V/def2-TZVPD" orbital_gap_ev=8.65
C -1.96038 4.60307 1.35713 -0.034 0.043 0.017
C -0.85423 4.88759 0.68087 0.036 -0.081 0.317
C -0.72081 4.66919 -0.76700 -0.181 -0.156 -0.448
C -0.99726 3.51168 -1.38778 0.186 0.446 -0.080
C -1.39493 2.29272 -0.73164 -0.202 -0.534 0.188
C -1.82147 1.16890 -1.31961 -0.269 0.145 0.083
C -2.15759 -0.08775 -0.57902 0.283 0.085 0.235
C -2.10631 -0.15720 0.94523 -0.130 0.081 -0.104
H -1.23386 0.37041 1.32824 0.024 0.066 0.036
H -2.99046 0.29082 1.39769 0.030 0.082 0.048
C -2.00174 -1.66666 1.24724 -0.061 -0.093 0.034
H -2.92537 -2.04123 1.68859 0.025 -0.028 0.088
H -1.20304 -1.85688 1.96030 0.026 -0.042 0.083
C -1.73305 -2.36718 -0.10343 0.200 -0.012 -0.109
H -2.70779 -2.65299 -0.51714 -0.007 0.068 -0.050
C -0.90682 -3.66847 -0.05728 -0.232 0.064 0.129
C -1.84570 -4.84756 0.21253 0.220 0.089 -0.178
H -2.37050 -4.70235 1.15447 -0.088 0.004 0.136
H -1.28958 -5.77983 0.27219 0.008 -0.159 0.046
H -2.58347 -4.94618 -0.58109 -0.101 -0.035 -0.052
H -0.47749 -3.80600 -1.05633 0.045 -0.017 -0.027
C 0.24522 -3.69217 0.95846 0.113 -0.097 -0.445
C 1.36236 -4.64549 0.53475 -0.014 0.000 0.337
H 1.81916 -4.27985 -0.38680 -0.018 -0.008 -0.112
H 0.93886 -5.62834 0.31522 -0.010 -0.013 -0.111
C 2.43717 -4.83045 1.60749 -0.107 0.240 -0.135
H 1.96904 -5.26215 2.49620 0.017 -0.091 0.046
H 3.17055 -5.55369 1.24052 0.080 -0.067 0.069
C 3.18203 -3.55701 2.02553 0.173 -0.218 0.003
C 3.89686 -2.89929 0.84786 -0.245 0.011 0.226
H 4.56519 -3.60997 0.36575 0.106 -0.090 -0.096
H 3.18767 -2.53450 0.10994 -0.044 0.062 -0.171
H 4.48784 -2.05289 1.19154 0.080 0.097 -0.021
C 4.19192 -3.89778 3.12085 -0.251 0.152 -0.092
H 4.93919 -4.59358 2.74447 0.116 -0.099 -0.034
H 3.69587 -4.35669 3.97341 -0.004 -0.070 0.120
H 4.70225 -3.00065 3.46443 0.100 0.064 0.071
H 2.46157 -2.84454 2.44016 -0.010 0.000 -0.007
H -0.13864 -4.00454 1.93238 -0.015 0.076 0.130
H 0.66965 -2.69819 1.06861 0.010 0.099 0.136
C -1.22184 -1.23597 -1.02249 -0.329 -0.224 -0.135
C 0.24253 -0.88010 -0.76970 -0.240 0.022 -0.028
H 0.43818 -0.74830 0.28914 0.115 0.036 0.164
H 0.49895 0.05324 -1.26397 0.109 0.048 -0.023
H 0.89224 -1.66410 -1.15175 0.139 -0.127 -0.004
C -1.45089 -1.49063 -2.51368 0.177 0.087 0.068
H -2.47720 -1.83656 -2.66466 -0.068 -0.059 0.028
H -0.78167 -2.27449 -2.87611 -0.016 -0.098 -0.025
C -1.22729 -0.21805 -3.33311 -0.147 -0.076 -0.054
C -2.03519 0.97191 -2.79625 0.255 0.120 -0.106
H -3.09942 0.77477 -2.96310 -0.040 0.030 -0.008
H -1.77652 1.86545 -3.36252 -0.089 0.017 -0.036
H -1.51397 -0.40331 -4.37113 0.084 0.029 -0.014
H -0.16737 0.04006 -3.33065 0.040 0.013 -0.068
H -3.17283 -0.37702 -0.88279 0.002 -0.072 -0.066
H -1.32504 2.31475 0.34686 -0.016 -0.121 0.106
H -0.86936 3.47584 -2.46171 0.041 0.092 -0.111
C -0.21995 5.86795 -1.52381 0.337 -0.050 -0.068
H -0.03753 5.61708 -2.57030 -0.021 0.021 0.014
C 1.06919 6.41410 -0.89261 -0.358 -0.064 0.237
C 0.81030 6.74782 0.57830 0.306 -0.200 -0.168
C 0.35738 5.49928 1.33278 -0.092 0.138 0.087
H 0.14067 5.74594 2.37355 0.027 -0.079 0.002
H 1.16888 4.76482 1.31920 0.036 -0.001 0.043
H 0.03280 7.51579 0.64068 -0.011 0.049 -0.027
H 1.72116 7.15091 1.02581 -0.023 0.043 -0.034
O 1.57263 7.52043 -1.60686 0.070 0.339 -0.187
H 0.91758 8.22773 -1.57782 0.037 -0.034 -0.005
H 1.85781 5.65671 -0.96492 -0.109 0.000 0.054
H -0.97971 6.65878 -1.49186 0.026 0.072 0.000
H -2.82820 4.18830 0.87386 -0.151 -0.085 -0.157
H -2.03827 4.78450 2.41670 0.056 0.073 0.215

13
Properties=species:S:1:pos:R:3:forces:R:3 method="wB97M-V/def2-TZVPD" smiles="C[C@H]1CN=CO1" orbital_gap_ev=10.58
C -0.27500 -1.36211 0.76464 -0.014 -0.014 0.044
C 0.04483 -0.49152 -0.43632 -0.187 -0.100 -0.017
C -0.80270 0.79803 -0.52324 -0.199 -0.122 -0.071
N 0.10567 1.87862 -0.12398 0.385 -0.185 0.036
C 1.24970 1.34275 -0.04740 -0.101 0.274 0.037
O 1.39365 0.02089 -0.28954 0.050 0.059 -0.001
H 0.45057 -2.17508 0.86081 -0.105 0.106 -0.029
H -0.24776 -0.76105 1.68064 -0.010 -0.074 -0.125
H -1.27616 -1.79568 0.66583 0.134 0.068 -0.006
H 0.02588 -1.07517 -1.36106 -0.002 0.088 0.124
H -1.16932 0.99576 -1.53701 0.041 -0.041 0.139
H -1.67057 0.76417 0.14493 0.134 -0.011 -0.094
H 2.17121 1.86042 0.20170 -0.124 -0.046 -0.039

In the order shown, the computed ΔE to the lowest compared entry with this formula, charge and spin values come out to 0.603 0.162 1.320 0.948 eV.